# C41H31N11O2S3W

A molecular structure, C41H31N11O2S3W (wB97M-V/def2-TZVPD, OMol25).

Calculated values
**E_LUMO (spin up / spin down)**: -0.2809 / -0.2809 Ha
**Largest force on an atom**: 0.0224 Eh/bohr
**Kohn-Sham gap (spin up / spin down)**: 0.2018 / 0.2017 hartree
**DFT total energy**: -3595.0638 Ha
**HOMO energy (spin up / spin down)**: -13.1339 / -13.1338 eV
**Charge**: +2

Cartesian coordinates (Å):
W -0.716 0.461 0.551
C -2.813 4.506 0.841
C -2.421 3.231 0.433
N -1.650 2.445 1.168
C -1.254 2.904 2.384
C -1.603 4.165 2.878
C -2.396 4.984 2.055
C -1.172 4.524 4.180
C -0.479 3.622 4.934
C -0.167 2.339 4.435
C -0.523 1.997 3.154
N -0.362 0.771 2.502
C 0.190 -0.347 3.171
C 1.230 -0.391 4.060
C 1.560 -1.613 4.690
C 0.830 -2.745 4.461
C -0.225 -2.720 3.516
C -1.067 -3.810 3.225
C -2.078 -3.642 2.318
C -2.183 -2.433 1.619
N -1.356 -1.420 1.797
C -0.463 -1.532 2.822
H -3.441 5.091 0.185
H -2.751 2.850 -0.519
H -2.686 5.971 2.396
H -1.422 5.502 4.570
H -0.172 3.877 5.939
H 0.330 1.640 5.087
H 1.820 0.490 4.263
H 2.388 -1.632 5.386
H 1.053 -3.666 4.985
H -0.938 -4.749 3.749
H -2.799 -4.423 2.123
H -3.008 -2.282 0.945
N 5.679 2.902 -3.570
C 4.840 2.487 -2.602
C 3.486 2.877 -2.605
C 2.634 2.450 -1.619
C 3.110 1.603 -0.603
C 4.465 1.232 -0.570
C 5.307 1.655 -1.560
S 2.066 1.172 0.678
O 0.817 2.008 0.500
O 2.701 1.253 1.949
N 1.218 -0.248 0.475
C 1.899 -1.487 0.579
N 1.175 -2.590 0.633
C 1.866 -3.728 0.686
C 3.249 -3.767 0.699
C 3.892 -2.544 0.656
N 3.219 -1.397 0.591
H 5.375 3.547 -4.277
H 6.660 2.687 -3.534
H 3.121 3.534 -3.384
H 1.609 2.784 -1.621
H 4.833 0.622 0.239
H 6.350 1.366 -1.540
H 1.281 -4.640 0.722
H 3.796 -4.697 0.745
H 4.974 -2.470 0.672
S -3.153 0.207 0.059
C -3.207 0.352 -1.696
C -4.312 -0.149 -2.376
C -4.380 -0.068 -3.759
C -5.518 -0.627 -4.440
N -6.420 -1.104 -4.968
C -3.335 0.531 -4.475
C -2.240 1.042 -3.795
C -2.167 0.945 -2.408
S -0.777 1.618 -1.579
C -3.365 0.601 -5.914
N -3.355 0.650 -7.061
H -5.127 -0.607 -1.830
H -1.436 1.503 -4.353
C -2.493 -4.027 -2.576
C -1.484 -2.992 -2.208
C -0.251 -2.675 -2.735
C 0.201 -1.555 -2.037
N -0.706 -1.206 -1.100
N -1.700 -2.108 -1.230
C 1.481 -0.859 -2.364
H -2.687 -4.001 -3.648
H -3.439 -3.870 -2.056
H -2.129 -5.025 -2.331
H 0.255 -3.168 -3.550
H -2.580 -1.902 -0.789
H 2.339 -1.430 -2.002
H 1.538 0.146 -1.969
H 1.570 -0.801 -3.449

Atomic partial charges in e from the Mulliken method, atoms 1 to 5: number 1, W, carries 0.5469; number 2, C, carries -1.3287; number 3, C, carries 0.2898; number 4, N, carries 0.7237; number 5, C, carries -0.1089

***

# C41H32AsIrN5O7S

A molecular structure, C41H32AsIrN5O7S (wB97M-V/def2-TZVPD, OMol25).

Calculated values
**E_LUMO (spin up / spin down)**: 0.0517 / -0.0049 Ha
**Largest force on an atom**: 0.0864 Eh/bohr
**⟨S²⟩**: 6.038
**Kohn-Sham gap (spin up / spin down)**: 0.0871 / 0.1820 hartree
**DFT total energy**: -5120.1370 Ha
**HOMO energy (spin up / spin down)**: -0.9646 / -5.0853 eV
**Charge**: -1
**Spin multiplicity**: 5

Cartesian coordinates (Å):
Ir 0.705 -0.177 -0.719
C 3.617 1.209 2.119
C 3.107 2.474 2.487
C 2.010 2.945 1.793
C 1.436 2.220 0.758
N 1.964 0.983 0.395
C 3.017 0.515 1.105
C 0.236 2.596 0.033
C -0.356 3.862 0.086
C -1.526 4.112 -0.608
C -2.116 3.109 -1.369
C -1.523 1.852 -1.444
C -0.355 1.578 -0.749
H 4.470 0.773 2.622
H 3.532 3.033 3.310
H 1.552 3.887 2.069
H 3.377 -0.465 0.821
H 0.109 4.658 0.658
H -1.976 5.098 -0.563
H -3.042 3.301 -1.898
H -1.991 1.070 -2.029
C 4.406 -1.694 -5.033
C 4.507 -1.733 -3.540
C 5.698 -1.491 -2.854
C 5.646 -1.548 -1.474
N 4.520 -1.781 -0.805
C 3.428 -1.931 -1.552
S 1.884 -2.197 -0.735
N 3.383 -1.972 -2.879
H 5.376 -1.834 -5.510
H 4.003 -0.724 -5.332
H 3.706 -2.454 -5.376
H 6.623 -1.292 -3.377
H 6.538 -1.393 -0.874
O -2.501 -1.138 0.190
N -2.009 -2.145 -0.298
O -0.800 -2.091 -0.550
O 1.649 0.404 -3.040
C 0.599 -0.147 -3.403
O -0.258 -0.585 -2.569
C 0.306 -0.337 -4.855
C 1.027 0.401 -5.794
C 0.798 0.225 -7.152
C -0.142 -0.692 -7.589
C -0.849 -1.424 -6.633
C -0.647 -1.260 -5.265
N -1.821 -2.391 -7.092
O -2.026 -2.483 -8.290
O -2.399 -3.073 -6.274
H 1.768 1.103 -5.434
H 1.356 0.806 -7.876
H -0.339 -0.853 -8.636
H -1.207 -1.830 -4.540
O -0.035 -0.232 1.606
As -1.314 -0.283 2.634
C -1.709 -2.091 3.166
C -1.038 -3.119 2.514
C -1.233 -4.430 2.928
C -2.086 -4.706 3.985
C -2.749 -3.675 4.638
C -2.557 -2.364 4.233
C -0.657 0.550 4.251
C -1.338 1.549 4.932
C -0.761 2.145 6.047
C 0.496 1.745 6.474
C 1.180 0.750 5.787
C 0.606 0.155 4.677
C -2.903 0.701 2.209
C -2.746 2.014 1.785
C -3.867 2.775 1.489
C -5.133 2.222 1.621
C -5.281 0.906 2.036
C -4.164 0.138 2.323
H -0.381 -2.887 1.687
H -0.717 -5.234 2.419
H -2.235 -5.729 4.305
H -3.410 -3.893 5.468
H -3.057 -1.558 4.759
H -2.317 1.868 4.596
H -1.294 2.926 6.574
H 0.949 2.216 7.337
H 2.170 0.450 6.106
H 1.157 -0.591 4.114
H -1.754 2.439 1.649
H -3.742 3.789 1.132
H -6.008 2.813 1.379
H -6.267 0.466 2.109
H -4.277 -0.904 2.595

Atomic partial charges in e from the Mulliken method, atoms 1 to 5: number 1, Ir, carries 2.6724; number 2, C, carries -1.1973; number 3, C, carries -0.4989; number 4, C, carries -1.0879; number 5, C, carries 0.7587

***

# C41H32CaClF2IN6OS2

A molecular structure, C41H32CaClF2IN6OS2 (wB97M-V/def2-TZVPD, OMol25).

Calculated values
**E_LUMO**: 0.1331 Ha
**Largest force on an atom**: 0.0042 Eh/bohr
**Kohn-Sham gap**: 0.1423 hartree
**DFT total energy**: -4417.0952 Ha
**HOMO energy**: -0.2489 eV
**Charge**: -2

Cartesian coordinates (Å):
Ca 1.463 -0.518 0.977
F -2.207 -0.696 5.657
C -1.206 -0.003 5.030
C -0.671 -0.478 3.855
C 0.362 0.195 3.193
C 0.821 1.404 3.772
C 0.239 1.841 4.961
F 0.625 3.004 5.580
C -0.768 1.164 5.619
C 1.896 2.165 3.062
C 2.505 3.333 3.543
C 3.474 3.966 2.787
C 3.842 3.444 1.559
C 3.208 2.282 1.155
N 2.279 1.669 1.876
H -1.083 -1.398 3.454
H -1.190 1.547 6.537
H 2.223 3.742 4.496
H 3.940 4.870 3.162
H 4.592 3.910 0.935
H 3.458 1.814 0.208
Cl 7.377 -2.598 -3.033
C 6.289 -2.142 -1.734
C 6.724 -2.207 -0.440
C 5.885 -1.847 0.621
I 6.604 -1.953 2.576
C 4.561 -1.410 0.443
O 3.766 -1.076 1.365
C 4.133 -1.353 -0.956
N 2.866 -0.918 -1.145
C 2.385 -0.816 -2.362
C 3.148 -1.151 -3.496
C 4.431 -1.593 -3.332
C 4.974 -1.707 -2.033
H 7.733 -2.539 -0.235
H 1.362 -0.459 -2.428
H 2.710 -1.051 -4.480
H 5.043 -1.857 -4.184
C -2.018 -4.127 3.198
N -0.767 -3.849 2.537
C 0.394 -3.637 3.161
N 0.378 -3.700 4.512
S 1.819 -3.271 2.346
H -2.801 -4.127 2.443
H -2.255 -3.365 3.947
H -2.019 -5.113 3.679
H -0.766 -3.830 1.519
H -0.390 -4.095 5.024
H 1.261 -3.570 4.972
C -2.822 -1.384 0.544
N -2.814 -1.721 -0.867
C -3.240 -0.861 -1.867
C -2.925 -1.424 -3.048
N -2.305 -2.625 -2.743
C -2.220 -2.802 -1.406
S -1.525 -4.152 -0.644
H -3.741 -0.843 0.772
H -1.961 -0.749 0.759
H -2.777 -2.305 1.120
H -3.652 0.106 -1.641
H -3.025 -1.053 -4.054
H -1.880 -3.268 -3.385
C -0.155 0.377 -0.685
C -0.898 1.091 -1.364
C -1.811 1.858 -2.162
C -1.865 1.568 -3.562
C -0.782 0.885 -4.191
C -0.838 0.438 -5.493
C -1.975 0.628 -6.283
C -3.046 1.308 -5.705
C -2.999 1.773 -4.402
C -2.743 2.712 -1.462
C -3.492 3.752 -2.068
C -4.375 4.540 -1.350
C -4.565 4.357 0.016
C -3.810 3.370 0.647
C -2.925 2.578 -0.059
H 0.103 0.707 -3.596
H 0.024 -0.078 -5.908
H -2.019 0.275 -7.306
H -3.954 1.467 -6.280
H -3.885 2.237 -3.997
H -3.333 3.976 -3.113
H -4.913 5.329 -1.867
H -5.257 4.977 0.573
H -3.907 3.217 1.718
H -2.324 1.842 0.460

Atomic partial charges in e from the Mulliken method, atoms 1 to 5: number 1, Ca, carries 1.5477; number 2, F, carries -0.3949; number 3, C, carries 0.1766; number 4, C, carries 0.1518; number 5, C, carries 0.0480